# 1
C42H55BCl3F3N5O2S3SeSiV | ωB97M-V with the def2-TZVPD basis set

Frontier orbital gap (spin up / spin down) = 5.338 / 6.089 eV
Charge = -1
E = -233815.05139 eV
LUMO level (spin up / spin down) = 0.0391 / 0.0667 hartree
Spin multiplicity = 2
<S²> = 0.874

Last column: Mulliken spin population.
Cartesian coordinates (Å):
C1 2.11399 -2.96827 1.42637  -0.006
C2 -2.86471 0.35940 4.00389  0.007
H1 -3.68557 3.43916 -0.78636  0.003
C3 1.61920 -3.76282 0.35225  -0.003
Se1 -1.24672 -0.81016 -1.12014  -0.051
V1 -1.07515 1.27035 0.61857  1.325
H2 -1.14544 5.23490 -3.49641  0.000
H3 1.59401 2.14136 -5.03739  0.000
Cl1 -4.97586 1.68454 1.29015  -0.016
H4 -4.17430 -5.22317 1.26008  0.000
C4 -4.20070 0.19792 5.76434  0.000
H5 4.11475 -0.14162 1.25090  0.000
H6 2.97855 -6.91869 0.52606  0.000
C5 1.79552 -1.61618 1.68325  0.001
H7 -2.28795 7.16161 0.73673  0.000
C6 0.61295 2.32829 -3.00947  0.001
S1 0.07032 2.95844 1.91874  -0.040
H8 -2.11708 3.35739 4.33525  0.000
H9 4.41544 -5.22938 -1.07080  0.000
C7 3.79420 -1.62193 3.32826  -0.001
H10 4.47633 -4.07106 0.16486  0.000
H11 1.69293 -2.23863 -6.75050  0.000
Si1 -3.44268 0.60650 0.33174  -0.157
H12 3.79304 -0.21163 -5.62996  0.000
H13 1.07416 5.55498 -4.08209  0.000
C8 2.64954 -0.79764 2.70882  0.002
H14 2.12526 -5.33289 -2.26282  0.000
H15 -2.60890 -5.44210 0.56894  0.000
H16 2.24803 4.12920 -4.28566  0.000
C9 -1.03630 5.38584 1.15560  -0.001
S2 -1.75730 -0.07184 2.72094  -0.033
F1 1.34795 5.59761 1.41045  -0.001
H17 2.86049 -3.50429 2.06340  0.000
C10 0.13778 6.12470 1.70215  -0.002
H18 -4.75979 -0.25343 6.59473  0.000
F2 0.12696 6.39603 3.02045  0.000
H19 -1.11326 3.69115 -4.20080  0.001
C11 1.54098 -1.86965 -5.71778  -0.001
H20 0.11878 -3.69567 -1.23605  -0.002
O1 0.49409 0.18527 0.94532  -0.026
C12 1.15316 0.27040 -4.30986  -0.004
H21 0.70803 -5.77474 -1.46978  0.000
C13 0.48966 0.20105 -6.70079  0.000
H22 0.70772 -1.55430 -3.59138  0.000
S3 -5.10437 -3.44311 2.87798  0.000
H23 0.53270 1.23919 -6.86410  0.000
C14 3.82485 -4.43496 -0.60438  0.000
C15 2.95034 0.23303 -6.15287  0.000
C16 1.52684 -0.28809 -5.69474  -0.004
H24 1.08177 5.53640 -1.78590  0.000
H25 4.44983 -1.98645 2.46354  0.000
H26 0.38061 4.09540 -0.87789  0.007
C17 2.63877 -5.96226 0.98345  0.001
H27 2.96398 1.29042 -5.90437  0.001
C18 -2.90848 2.90027 3.78672  0.000
C19 -0.04712 1.49414 -2.06145  -0.003
H28 -1.60733 3.77972 -2.43325  0.003
Cl2 -3.84788 0.90359 -1.80341  -0.016
H29 -0.44170 -4.21595 1.71056  0.001
O2 -0.58386 1.99681 -0.99417  0.031
C20 -1.18538 -3.17275 3.46417  -0.005
B1 -2.74496 -1.91264 5.12306  0.002
C21 -4.17631 1.50221 5.47073  -0.002
C22 3.36942 0.36238 1.93262  -0.001
C23 0.56648 -3.15181 -0.44032  0.003
H30 -0.37289 -2.86291 4.04508  0.001
C24 2.41845 -4.94886 -0.11641  -0.001
H31 2.02520 4.12793 -1.52910  0.000
C25 -2.17575 6.07241 0.59905  0.002
C26 0.79733 -1.05138 0.85543  -0.011
C27 0.13513 -1.83017 -0.12973  0.013
N1 -2.10733 3.32858 0.53469  0.000
C28 -0.10421 0.08218 -2.25352  -0.003
C29 -3.24796 -4.75663 0.98545  0.000
C30 -1.29214 -3.81080 2.28762  0.001
H32 0.73908 4.19222 -5.14570  0.000
C31 -3.02124 3.99055 -0.15348  0.006
N2 -3.33688 1.59733 4.39638  -0.004
H33 2.25059 -2.30020 -5.03849  0.000
C32 1.84777 -0.34634 3.90957  -0.006
C33 -3.12685 5.37482 -0.13856  0.001
H34 1.38615 -1.15358 4.40740  0.001
H35 -1.71408 -1.59259 5.60339  -0.001
H36 3.36186 -5.68173 1.75180  0.000
H37 1.09311 0.40647 3.58580  0.004
C34 -1.02204 4.17057 -3.26878  -0.002
H38 -0.52057 -0.03191 -6.25214  0.000
H39 3.72458 -3.60231 -1.34040  0.000
C35 0.99869 4.43512 -1.72415  -0.016
H40 -4.54750 2.36647 5.95052  -0.001
H41 0.54894 -0.34872 -7.64166  0.000
C36 1.19407 4.53398 -4.23163  -0.002
C37 1.17863 1.67185 -4.11498  0.006
H42 0.52005 -2.30679 -5.35275  0.000
H43 -2.64508 2.73824 2.74751  -0.017
H44 -3.93865 5.92748 -0.64774  0.000
C38 1.81181 -5.72738 -1.34298  0.000
H45 3.41349 -2.50123 3.86799  0.000
N3 -2.50959 -2.86169 3.90863  0.000
H46 2.52951 0.12071 4.68442  0.000
H47 1.73749 -6.15546 1.55547  0.000
H48 4.25369 -0.95518 4.03273  0.000
H49 2.67181 0.96280 1.38289  0.000
H50 3.03666 0.00470 -7.22606  0.000
N4 -2.62869 -4.02293 2.02419  -0.001
F3 0.18391 7.41878 1.12271  0.000
C39 0.47778 3.84100 -3.05914  0.001
N5 -3.40772 -0.48272 4.85079  -0.005
C40 -3.41527 -3.44296 2.98991  0.001
H51 -3.57507 -4.10494 0.11302  0.000
C41 -1.07730 4.00578 1.13685  0.019
H52 -3.77634 3.57460 3.72679  0.000
H53 2.30529 -6.72189 -1.36861  0.000
C42 0.55348 -0.50838 -3.33358  0.004
Cl3 -4.23098 -1.25844 0.37716  -0.006
H54 -3.38696 -2.42852 6.02394  0.000
H55 3.98624 0.92049 2.63224  0.000

Cartesian forces, eV/Å:
C 0.355 -0.669 -0.048
C -0.953 2.141 0.023
H -0.346 -0.554 0.022
C -1.460 2.772 -0.775
Se 0.445 -2.266 1.594
V 0.289 -0.684 0.765
H -0.173 -0.003 0.606
H -0.483 0.541 1.382
Cl 0.367 0.089 -0.060
H -0.184 -0.261 0.749
C -0.575 -1.181 0.747
H -0.880 0.611 0.305
H -0.098 0.545 0.529
C 0.741 -1.378 0.057
H 0.346 -0.661 -0.238
C 0.137 -0.784 -1.751
S -0.374 0.134 -0.367
H 0.657 0.161 0.372
H -0.292 -0.186 -0.180
C -0.293 -1.148 -1.992
H -0.017 0.336 0.882
H 0.096 0.201 0.553
Si -0.615 0.240 -0.748
H -0.114 -0.301 0.187
H 0.269 1.892 -0.039
C 0.349 -0.436 -0.620
H 0.572 1.187 -1.306
H 1.803 -1.809 -0.764
H -0.770 1.107 0.151
C -1.875 1.031 -0.781
S -0.375 0.525 0.036
F -0.988 0.043 0.196
H -0.555 0.849 -0.587
C 1.171 2.371 -0.612
H 0.614 -0.197 -0.764
F -0.257 -0.623 -0.105
H -1.483 -0.933 -1.101
C -2.401 0.365 0.012
H -0.318 -0.253 -0.626
O -0.787 2.800 0.447
C -0.190 1.040 0.390
H 0.638 -0.318 0.777
C -1.502 -1.882 0.965
H -0.975 -0.143 1.090
S 0.272 0.207 0.788
H 0.139 1.376 -0.283
C -0.495 0.144 -0.949
C -1.285 -0.544 0.189
C 1.532 -1.123 0.351
H -0.522 -0.318 0.150
H -0.349 0.509 1.526
H 0.351 0.382 -0.416
C 0.311 -1.090 0.495
H 0.341 0.153 -0.642
C -1.743 -1.061 -0.287
C 1.054 -1.209 -1.259
H -0.274 0.163 -0.493
Cl 0.008 0.606 0.358
H -1.054 0.250 0.204
O -0.716 1.089 0.316
C -3.141 0.305 -0.293
B -0.886 -0.807 0.658
C 1.067 -0.410 -0.751
C 0.604 -1.828 0.167
C 1.219 0.871 1.918
H 1.003 0.374 0.414
C 0.518 -0.337 -1.081
H 0.098 -0.331 0.016
C 1.206 0.037 0.416
C 0.041 -1.708 -0.421
C 0.623 -1.201 -0.117
N 0.860 0.155 0.368
C 1.350 1.662 -1.238
C -1.400 1.954 -2.003
C 1.539 -1.015 0.050
H -0.302 0.214 -0.598
C 0.033 0.340 -0.259
N 1.534 1.902 -2.186
H 0.712 -0.079 0.212
C 0.232 2.615 -0.170
C 0.154 0.782 0.568
H -0.796 -1.019 0.386
H 0.951 -0.117 -0.035
H 0.216 0.244 -0.236
H 0.285 -0.535 0.519
C 1.445 0.280 0.655
H 0.827 0.310 -0.590
H -0.113 -0.635 0.421
C 0.100 0.274 -0.197
H -0.488 0.517 0.279
H 0.170 0.141 -0.089
C 1.245 -3.570 0.529
C -0.089 -0.828 -0.955
H 1.575 0.846 -0.925
H 0.295 -0.233 0.221
H 0.567 -0.649 0.371
C -0.172 -0.504 0.875
H 0.136 0.210 -0.066
N -0.230 -0.698 -1.218
H -0.663 -0.211 -0.909
H -0.418 -0.179 -0.150
H 0.816 0.064 0.156
H -0.150 0.475 -0.208
H 0.197 0.462 0.261
N -0.756 0.513 0.952
F -0.286 -1.352 0.373
C 0.081 0.900 1.565
N -0.284 -1.610 0.603
C 1.518 1.071 0.944
H 0.454 -0.291 0.974
C -0.081 -0.985 0.590
H 0.163 -0.244 0.348
H -0.796 0.296 0.204
C 0.425 -0.086 -0.885
Cl 0.103 -0.649 0.383
H -0.210 0.043 -0.354
H -0.191 0.411 0.126

# 2
C8H7F3N2S | ωB97M-V with the def2-TZVPD basis set

Frontier orbital gap = 8.024 eV
E = -30375.00319 eV
LUMO level = -0.0249 hartree
SMILES string = CC(=C/C(=C\C#N)C(F)(F)F)/N=C/S

Last column: natural (NBO) charge in e.
Cartesian coordinates (Å):
H1 -2.97989 -0.21782 1.44792  0.225
F1 -0.80121 3.94903 -2.78496  -0.308
H2 0.14181 -0.47686 2.41873  0.181
H3 2.49315 -0.85116 -0.09247  0.243
S1 -2.32257 -0.51308 2.70776  0.013
N1 -3.46012 0.49400 0.10745  -0.389
C1 -0.52318 1.90570 -1.36874  -0.018
C2 0.30358 -0.12533 -0.15467  0.268
C3 -2.66025 1.09417 -0.46831  0.384
N2 -0.77571 -0.26490 0.67071  -0.506
H4 1.19456 -1.70775 0.90778  0.215
C4 1.38059 -1.16274 -0.06651  -0.667
H5 1.30410 1.06641 -1.65345  0.237
C5 0.35742 0.80924 -1.12687  -0.334
F2 0.68436 2.51475 -3.37298  -0.337
H6 -2.48004 2.82075 -1.62045  0.268
F3 1.04253 3.68787 -1.53537  -0.334
C6 -1.85785 1.98344 -1.25987  -0.341
C7 0.04536 3.03748 -2.25674  0.969
C8 -0.81666 -0.37087 1.92296  -0.011
H7 1.17626 -1.86617 -0.86442  0.243

Cartesian forces, eV/Å:
H 0.247 -0.362 1.470
F 0.421 -0.695 1.230
H -0.045 0.278 1.028
H -2.011 -0.122 -0.153
S -0.652 0.083 -0.289
N -0.152 0.365 -0.585
C -1.576 0.806 -1.984
C 0.703 -0.065 0.006
C -0.388 0.131 -0.519
N -0.329 0.742 -1.715
H 0.546 0.359 -1.109
C 1.104 -0.670 1.636
H -0.467 -1.267 0.531
C 1.704 1.747 0.070
F -0.523 0.271 1.231
H 0.784 -0.377 0.060
F -1.396 -0.411 -0.928
C -1.206 0.272 1.234
C 1.997 -0.070 -0.704
C 0.958 -0.681 -0.361
H 0.283 -0.333 -0.148

# 3
C6H12N2 | ωB97M-V with the def2-TZVPD basis set

Frontier orbital gap = 9.388 eV
E = -9394.38907 eV
LUMO level = 0.0328 hartree
SMILES string = Cc1c[nH]cn1.CC

Last column: natural (NBO) charge in e.
Cartesian coordinates (Å):
C1 -1.22061 0.06174 -1.58274  0.106
C2 2.30241 -1.16381 1.62220  -0.606
C3 -0.36696 0.12737 -2.76479  -0.656
C4 -1.89627 1.22477 -1.17240  -0.147
H1 -0.90657 -0.34261 -3.70645  0.216
H2 2.66138 1.03042 1.53703  0.202
H3 2.38807 -1.24389 0.61665  0.207
H4 -2.32633 -1.05607 1.13025  0.193
H5 -0.15235 1.21239 -2.99283  0.234
N1 -2.45382 0.83576 0.12615  -0.519
H6 -3.23579 1.28510 0.49385  0.403
H7 2.70202 0.53573 3.28801  0.210
H8 3.26300 -1.71573 2.05466  0.197
H9 0.36387 -0.67617 -2.63860  0.244
C5 2.19965 0.28377 2.22597  -0.621
N2 -1.42626 -1.02934 -0.76906  -0.454
H10 -2.20005 2.22031 -1.55873  0.226
H11 1.40250 -1.61825 1.66433  0.207
C6 -2.26707 -0.53288 0.26791  0.155
H12 1.16922 0.56140 2.15858  0.204

Cartesian forces, eV/Å:
C -1.891 2.024 0.718
C 4.449 1.377 3.760
C -1.163 -1.524 -2.745
C -0.962 -1.793 2.931
H 0.581 1.197 1.612
H 0.069 -0.580 0.435
H 1.064 0.827 -3.455
H -0.891 -1.463 2.565
H 0.622 -1.628 0.151
N 1.441 -2.100 -3.122
H -1.187 0.934 0.959
H -1.451 -1.118 -2.335
H -2.485 0.697 -0.684
H 1.030 1.011 -0.049
C 1.854 0.663 -0.034
N -2.129 2.526 2.516
H 0.812 -1.035 0.134
H -2.777 -2.152 1.572
C 3.772 1.849 -5.639
H -0.759 0.289 0.713

# 4
C3H12N2OS | ωB97M-V with the def2-TZVPD basis set

Frontier orbital gap = 9.427 eV
E = -19166.68175 eV
LUMO level = 0.0243 hartree
SMILES string = NC[C@@H](N)CS.O

Last column: natural (NBO) charge in e.
Cartesian coordinates (Å):
H1 -2.56164 1.23839 1.47766  0.373
H2 0.79359 2.22307 1.25500  0.470
H3 -1.08679 1.22254 -1.97138  0.359
C1 -0.61742 -0.35374 -0.87724  -0.028
N1 -2.26410 0.73506 0.57748  -0.877
H4 -2.97537 0.09016 0.32050  0.373
S1 1.18243 -1.85760 0.63824  -0.045
C2 -0.85262 0.41858 0.50388  -0.243
H5 0.06794 -1.84320 1.47946  0.135
N2 -0.50565 0.49139 -2.00915  -0.825
O1 1.17600 3.14965 1.13194  -0.943
H6 2.14587 2.97986 0.88030  0.472
H7 1.40009 -1.04753 -1.60209  0.228
C3 0.62911 -1.38718 -0.99014  -0.535
H8 -0.34489 -0.11195 1.40819  0.174
H9 -0.27792 1.38335 0.34722  0.167
H10 0.38637 0.99604 -2.13213  0.350
H11 -1.49896 -1.00091 -1.04476  0.176
H12 0.05862 -2.25663 -1.48256  0.221

Cartesian forces, eV/Å:
H 0.742 -1.135 -2.000
H 0.973 1.921 -0.133
H -3.509 3.116 0.160
C 1.091 -0.882 1.127
N -0.238 2.368 2.407
H 0.059 -0.923 -0.147
S 0.891 -0.793 1.267
C 1.394 -0.358 -0.573
H 0.770 -0.138 -1.403
N 3.092 -1.319 -1.474
O 1.472 -2.087 -0.319
H -2.213 0.332 0.612
H 1.403 0.641 -0.669
C -5.432 -1.107 1.172
H -1.356 1.002 -1.468
H -0.797 -0.990 0.221
H -0.114 -0.996 0.464
H 0.168 0.360 0.301
H 1.605 0.987 0.455

So what do the calculations give for ΔE to the lowest compared entry with this formula, charge and spin? Going down the list: 232.6; 2.8; 237.4; 198.7 kJ/mol.